Entry from the OMol25 dataset: a cluster of 3 separate species, C17H22FN4 in total (the ωB97M-V functional and the def2-TZVPD basis).

Computed properties:
charge = +1
spin multiplicity = 1
LUMO level = -0.1262 Ha
HOMO-LUMO gap = 8.130 eV
largest force on an atom = 0.5 eV/Å

The geometry in XYZ format:
```
44
C17H22FN4, DFT the ωB97M-V functional and the def2-TZVPD basis
C 0.04 -1.23 -0.39
C -0.26 -1.45 -1.87
C -1.74 -1.33 -2.26
F -2.08 -2.27 -3.18
N -2.66 -1.56 -1.13
N -2.85 -2.79 -0.61
C -3.64 -2.64 0.45
N -4.00 -1.38 0.62
C -3.41 -0.71 -0.39
N -3.49 0.60 -0.65
H -0.57 -0.44 0.05
H -0.09 -2.15 0.19
H 1.08 -0.94 -0.27
H 0.07 -2.44 -2.20
H 0.28 -0.71 -2.48
H -1.99 -0.34 -2.65
H -2.45 -3.62 -1.03
H -3.96 -3.47 1.06
H -3.44 1.26 0.12
H -3.60 0.96 -1.58
C 1.16 4.59 -1.71
C 1.45 3.65 -0.74
C 0.59 2.59 -0.52
C -0.57 2.47 -1.28
C -0.86 3.41 -2.25
C 0.00 4.47 -2.47
H 1.83 5.42 -1.89
H 2.36 3.75 -0.15
H 0.82 1.86 0.25
H -1.24 1.64 -1.11
H -1.76 3.32 -2.85
H -0.22 5.21 -3.23
C 4.26 -1.66 3.25
C 3.95 -0.42 2.71
C 2.63 -0.07 2.47
C 1.61 -0.97 2.77
C 1.92 -2.21 3.31
C 3.24 -2.56 3.55
H 5.29 -1.93 3.44
H 4.75 0.28 2.48
H 2.39 0.90 2.06
H 0.58 -0.69 2.59
H 1.12 -2.91 3.55
H 3.48 -3.52 3.97
```